Entry from the OMol25 dataset: a structure of composition C31H39BN10O5S2Se2Ti in a non-equilibrium geometry (ωB97M-V with the def2-TZVPD basis set).

Last column: natural (NBO) charge in e.
Geometry (Å):
Ti (-0.03056, -0.30168, -0.08904)  1.3188
C (2.99078, -3.61905, -0.80742)  -0.3370
C (1.67080, -3.30439, -1.15508)  -0.0256
N (1.04907, -2.69657, -0.15578)  -0.2880
N (1.94220, -2.60505, 0.84716)  -0.3430
C (3.12384, -3.14079, 0.47791)  -0.0394
B (1.54821, -1.94740, 2.19952)  0.9387
N (1.91472, -0.45563, 2.15520)  -0.3385
C (2.96232, 0.20857, 2.68375)  0.0005
C (2.91791, 1.50687, 2.22650)  -0.3440
C (1.79233, 1.55799, 1.39954)  0.0003
N (1.19526, 0.36954, 1.36000)  -0.4078
N (0.02047, -2.12327, 2.31974)  -0.3381
C (-0.63001, -2.90056, 3.20402)  -0.0024
C (-1.93998, -3.01342, 2.79386)  -0.3518
C (-2.00543, -2.25748, 1.62191)  0.0023
N (-0.82333, -1.71898, 1.34570)  -0.4011
N (2.22847, -2.68231, 3.34918)  -0.3684
C (2.48197, -4.01264, 3.41735)  -0.0368
C (2.96938, -4.28603, 4.67123)  -0.3664
C (2.97017, -3.03516, 5.31794)  -0.0635
N (2.52132, -2.08344, 4.51992)  -0.2701
H (3.73701, -4.11087, -1.40615)  0.2248
H (1.15689, -3.48461, -2.08637)  0.2035
H (3.97320, -3.14110, 1.14092)  0.2235
H (3.64080, -0.27780, 3.35941)  0.2354
H (3.59814, 2.30778, 2.45765)  0.2210
H (1.38133, 2.39701, 0.86384)  0.2298
H (-0.13152, -3.31120, 4.06575)  0.2250
H (-2.73880, -3.54838, 3.27650)  0.2252
H (-2.86545, -2.06147, 1.00559)  0.2464
H (2.28275, -4.66646, 2.58455)  0.2282
H (3.28541, -5.23928, 5.05863)  0.2204
H (3.27534, -2.79583, 6.32417)  0.2001
O (4.01911, -0.94771, -2.02932)  -0.6802
C (3.73070, -0.16250, -3.08916)  0.3253
C (4.66111, -0.09572, -4.12119)  -0.2733
C (4.43342, 0.71342, -5.21946)  -0.1944
C (3.27113, 1.47161, -5.29883)  -0.2711
C (2.34196, 1.41397, -4.27853)  -0.1577
C (2.54748, 0.59582, -3.16255)  -0.1359
C (1.54770, 0.56218, -2.08341)  0.5264
O (1.56598, -0.35463, -1.16355)  -0.8245
N (0.65052, 1.50519, -2.08260)  -0.4267
N (-0.26674, 1.48606, -1.04015)  -0.5113
C (-1.20422, 2.37162, -1.35111)  -0.1431
S (-1.10419, 3.08923, -2.98465)  0.2620
C (-2.63520, 4.09046, -2.80732)  -0.5511
C (-3.41593, 3.58687, -1.61255)  -0.5411
S (-2.21454, 3.28313, -0.28057)  0.3240
H (3.23339, -0.94129, -1.44099)  0.5166
H (5.56433, -0.68673, -4.03684)  0.2132
H (5.16628, 0.75336, -6.01582)  0.2020
H (3.09326, 2.10960, -6.15534)  0.2042
H (1.43682, 2.00511, -4.30948)  0.2356
H (-3.19999, 3.98835, -3.73492)  0.2173
H (-2.34169, 5.13179, -2.67388)  0.2079
H (-3.89373, 2.62723, -1.81956)  0.2326
H (-4.15735, 4.30238, -1.25650)  0.2256
O (-3.99958, 0.12846, 4.74691)  -0.7428
C (-4.65198, 0.04897, 3.49058)  -0.0646
C (-4.68065, 1.37314, 2.71388)  -0.1563
C (-5.66902, 2.31665, 3.42569)  -0.0512
O (-5.83145, 3.58457, 2.80185)  -0.7305
C (-3.30740, 2.05197, 2.70600)  -0.5888
Se (-1.78938, 0.93985, 2.09787)  -0.0809
C (-5.20006, 1.10789, 1.30076)  -0.5605
Se (-4.10584, -0.12007, 0.23153)  -0.2251
H (-3.05523, 0.22744, 4.55586)  0.4822
H (-5.68167, -0.26669, 3.68855)  0.1647
H (-4.17825, -0.71003, 2.86451)  0.2027
H (-5.34442, 2.43803, 4.46659)  0.1696
H (-6.66190, 1.86046, 3.42889)  0.1708
H (-4.95884, 3.97934, 2.70269)  0.4644
H (-3.04087, 2.34428, 3.72363)  0.2176
H (-3.31371, 2.94072, 2.07414)  0.1989
H (-5.28611, 2.04492, 0.75282)  0.2135
H (-6.18339, 0.63616, 1.36183)  0.2103
C (-2.26806, -1.61050, -3.85473)  -0.4351
C (-1.98534, -2.90894, -3.08400)  -0.4086
C (-1.88345, -2.40606, -1.65287)  -0.0682
O (-1.17447, -1.16785, -1.77501)  -0.5836
C (-1.72486, -0.50489, -2.92981)  -0.0692
H (-3.33951, -1.47838, -4.00349)  0.2080
H (-1.77900, -1.59709, -4.82751)  0.2103
H (-1.03381, -3.34301, -3.39651)  0.1986
H (-2.76905, -3.65707, -3.19664)  0.2109
H (-1.32607, -3.05459, -0.98156)  0.2276
H (-2.88556, -2.21112, -1.25385)  0.1911
H (-0.93443, 0.08485, -3.38555)  0.2153
H (-2.53114, 0.15740, -2.60865)  0.2050

Values from the calculation:
- Total charge: -1
- Spin multiplicity: 4
- HOMO (spin up / spin down): -2.748 / -4.548 eV

***

Entry from the OMol25 dataset: a structure of composition C31H39ClCoN10O8SSi (ωB97M-V with the def2-TZVPD basis set).

Last column: Löwdin charge in e.
Geometry (Å):
Co (-0.48158, -0.10090, 0.86104)  0.5117
N (2.97573, 2.49865, 1.29490)  0.0933
C (2.54134, 1.25382, 0.75242)  -0.3264
N (1.39169, 0.54312, 1.47551)  -0.0362
C (1.26238, 0.91780, 2.80368)  -0.2704
N (0.22406, 0.58746, 3.51955)  0.1387
N (-0.74920, 0.08083, 2.70500)  -0.0708
C (-1.90622, -0.17127, 3.20122)  -0.0345
C (-2.93776, -0.51329, 2.22800)  -0.2247
C (-4.26640, -0.68473, 2.58520)  -0.0022
C (-5.21314, -0.82494, 1.58171)  -0.0390
C (-4.79756, -0.75573, 0.26364)  -0.0246
C (-3.44569, -0.58898, -0.00435)  -0.0878
N (-2.51985, -0.51086, 0.94198)  0.0797
C (2.33450, 1.67007, 3.47382)  -0.0839
C (2.49483, 1.64070, 4.85780)  -0.0161
C (3.42821, 2.45811, 5.46379)  -0.0809
C (4.19485, 3.32452, 4.68773)  -0.0768
C (4.05495, 3.34564, 3.31230)  -0.0139
C (3.13038, 2.50903, 2.69578)  -0.1938
H (2.44054, 3.28712, 0.95281)  0.1147
H (2.23724, 1.43555, -0.27550)  0.1235
H (-2.10990, -0.03777, 4.25710)  0.1403
H (-4.54523, -0.67829, 3.62931)  0.1182
H (-6.25793, -0.96088, 1.82827)  0.1132
H (-5.48917, -0.82741, -0.56228)  0.0997
H (-3.11274, -0.51325, -1.02884)  0.0820
H (1.87040, 0.98007, 5.44169)  0.1084
H (3.55673, 2.43249, 6.53697)  0.0996
H (4.91887, 3.97473, 5.16108)  0.1023
H (4.66382, 3.99364, 2.69534)  0.1141
C (-0.21798, -3.06978, 3.32437)  0.0017
C (0.20647, -3.17857, 1.90192)  -0.3667
N (0.21729, -2.24470, 0.97366)  0.0579
C (0.85538, -2.79660, -0.11477)  -0.1766
C (1.22369, -4.07219, 0.15263)  -0.0750
N (0.79557, -4.30555, 1.43673)  0.1045
H (0.08539, -2.10627, 3.72212)  0.0612
H (0.27960, -3.83951, 3.91391)  0.0818
H (-1.29509, -3.19310, 3.44589)  0.0798
H (1.09169, -2.20595, -0.98252)  0.1020
H (1.75932, -4.80447, -0.42211)  0.1106
H (0.95393, -5.13782, 1.97590)  0.1547
C (5.41119, -1.91916, -0.26503)  -0.1866
Si (5.20418, -0.23006, 0.53094)  0.4883
C (5.77222, 1.10999, -0.65344)  -0.1818
C (6.22420, -0.16091, 2.10412)  -0.1764
C (3.41931, 0.06075, 0.94614)  -0.2965
C (2.53480, -0.71300, 1.60750)  0.0715
H (6.46020, -2.19232, -0.38577)  0.0236
H (4.94008, -1.94107, -1.24951)  0.0224
H (4.92730, -2.67831, 0.35280)  0.0219
H (6.83445, 1.01488, -0.88368)  0.0259
H (5.60139, 2.09713, -0.22223)  0.0212
H (5.22137, 1.06083, -1.59490)  0.0270
H (7.29168, -0.27875, 1.91296)  0.0248
H (5.90617, -0.95267, 2.78472)  0.0302
H (6.07028, 0.79144, 2.61527)  0.0204
O (0.31834, 3.45926, 0.31884)  -0.3617
Cl (-1.08779, 3.37099, 0.65486)  0.6822
O (-1.86847, 4.07447, -0.31547)  -0.3212
O (-1.31347, 3.86314, 1.97494)  -0.3128
O (-1.47410, 1.95085, 0.60232)  -0.3965
C (-7.11257, -0.13374, -4.81631)  -0.1114
C (-5.78631, 0.59379, -4.65795)  -0.2956
S (-4.46970, -0.56995, -4.35760)  0.6505
O (-4.48489, -0.91549, -2.95008)  -0.3242
O (-4.53437, -1.63091, -5.32911)  -0.2956
C (-2.99241, 0.37554, -4.65762)  -0.2091
C (-1.73350, -0.48869, -4.46758)  -0.1131
N (-0.98397, -0.09381, -3.27853)  0.0616
C (-0.95241, -0.76668, -2.10073)  -0.2990
N (-0.34159, -0.05235, -1.16273)  0.0824
C (0.05026, 1.12112, -1.74415)  0.0065
C (-0.31254, 1.09282, -3.05112)  -0.1150
N (-0.09588, 2.10853, -4.03343)  -0.3219
O (-0.67965, 1.99209, -5.10447)  0.0686
O (0.71125, 2.96595, -3.76450)  0.1321
C (-1.47216, -2.15047, -1.93508)  -0.0062
H (-7.90554, 0.59532, -4.97472)  0.0820
H (-7.35124, -0.70993, -3.92336)  0.0811
H (-7.08121, -0.81205, -5.66617)  0.0779
H (-5.78677, 1.26662, -3.80037)  0.1089
H (-5.51988, 1.15573, -5.55263)  0.1055
H (-3.00933, 1.20685, -3.95444)  0.1181
H (-3.04201, 0.77411, -5.66740)  0.1104
H (-1.09628, -0.39620, -5.34254)  0.1324
H (-1.98061, -1.54102, -4.34807)  0.1167
H (0.49769, 1.93390, -1.19969)  0.0929
H (-0.81875, -2.85818, -2.45034)  0.1027
H (-2.47997, -2.25037, -2.32951)  0.0726
H (-1.47242, -2.41061, -0.87947)  0.0689

Values from the calculation:
- Spin multiplicity: 2
- Relative energy (zero: lowest compared OMol25 entry of this formula, charge and spin): 158.1 kJ/mol
- HOMO (spin up / spin down): -7.266 / -7.260 eV

***

Entry from the OMol25 dataset: a structure of composition C31H39CoN5 in a non-equilibrium geometry (ωB97M-V with the def2-TZVPD basis set).

Last column: Löwdin charge in e.
Geometry (Å):
Co (-0.60074, 0.21568, 0.61769)  0.3046
N (1.48260, 1.19936, 2.82759)  0.0296
N (1.39389, 2.00023, -0.37639)  -0.0469
C (-2.32476, 0.05464, -0.12741)  -0.3199
C (-2.04245, 1.44814, 0.15494)  -0.3080
C (-1.75361, 1.56753, 1.54863)  -0.2873
C (-1.60590, 2.82361, 2.34437)  -0.0547
H (-1.47104, 3.69018, 1.68932)  0.0621
H (-0.74295, 2.73027, 3.01543)  0.0696
H (-2.49834, 3.00423, 2.96537)  0.0770
C (-1.84509, 0.27155, 2.13651)  -0.3023
C (-1.67835, 0.00981, 3.59135)  -0.0414
H (-2.39513, 0.59010, 4.19376)  0.0768
H (-0.65720, 0.30798, 3.88928)  0.0541
H (-1.83053, -1.05643, 3.79432)  0.0621
C (-2.21389, -0.67287, 1.11598)  -0.3211
C (-2.46816, -2.12475, 1.30538)  -0.0519
H (-1.89970, -2.48788, 2.16667)  0.0554
H (-2.14523, -2.67561, 0.41704)  0.0707
H (-3.52827, -2.33716, 1.47561)  0.0724
C (-2.20755, 2.59014, -0.79719)  -0.0457
H (-2.94587, 3.31581, -0.42283)  0.0765
H (-2.55422, 2.23252, -1.77288)  0.0564
H (-1.25803, 3.12835, -0.93322)  0.0656
C (-2.69684, -0.52325, -1.44527)  -0.0436
H (-2.00014, -1.33805, -1.69433)  0.0711
H (-2.61316, 0.23837, -2.22850)  0.0576
H (-3.72074, -0.92338, -1.44846)  0.0762
C (2.14540, 0.91479, 3.96184)  -0.2203
H (1.57491, 0.45859, 4.77110)  0.0546
C (3.50577, 1.23923, 4.15937)  -0.1544
H (3.94350, 1.02677, 5.13936)  0.0652
C (4.23449, 1.83477, 3.12088)  -0.2043
H (5.29172, 2.05137, 3.22471)  0.0556
C (3.54290, 2.19421, 1.96846)  -0.0772
H (3.98086, 2.74204, 1.14227)  0.0782
C (2.14085, 1.96264, 1.92408)  -0.3431
C (1.40542, 2.58152, 0.88267)  -0.0368
H (0.57027, 3.26173, 1.09811)  0.1025
C (0.58594, 0.93631, -0.78151)  -0.0394
C (2.25831, 2.38037, -1.39805)  -0.0455
H (3.01372, 3.12413, -1.23525)  0.1113
C (1.93126, 1.65881, -2.47445)  -0.0716
H (2.29866, 1.69870, -3.48832)  0.1167
N (0.90571, 0.78006, -2.09420)  -0.0150
C (0.24618, -0.02750, -3.09856)  -0.1264
C (-0.51182, 0.61171, -4.09242)  -0.2077
C (-1.16058, -0.16469, -5.06079)  -0.0112
H (-1.80095, 0.33415, -5.79118)  0.1154
C (-1.00260, -1.54837, -5.09064)  -0.2816
C (-1.70443, -2.38493, -6.10793)  -0.0638
H (-2.40887, -3.06747, -5.62506)  0.0819
H (-0.99407, -2.99475, -6.67205)  0.0779
H (-2.25380, -1.75633, -6.80704)  0.0696
C (-0.15970, -2.15659, -4.16121)  -0.0115
H (0.00705, -3.23581, -4.20540)  0.1169
C (0.49349, -1.40480, -3.17415)  -0.1997
C (1.46164, -2.06321, -2.24288)  -0.0316
H (2.49281, -1.70717, -2.41135)  0.0918
H (1.44169, -3.14591, -2.43177)  0.0731
H (1.20290, -1.88494, -1.18400)  0.0649
C (-0.67748, 2.09439, -4.12917)  -0.0457
H (0.04624, 2.56439, -4.81407)  0.0875
H (-0.56899, 2.55301, -3.13926)  0.0644
H (-1.68388, 2.33248, -4.50168)  0.0833
C (1.78074, -3.88617, 2.75536)  -0.0416
N (1.36218, -2.53226, 3.12827)  -0.1822
C (1.18059, -2.33002, 4.57396)  -0.0499
C (0.97100, -1.69644, 2.23303)  -0.2123
N (0.64206, -1.08341, 1.25230)  0.1714
H (1.95535, -4.43854, 3.68134)  0.0770
H (2.70741, -3.85885, 2.17425)  0.0882
H (1.00215, -4.39564, 2.17226)  0.0886
H (0.86752, -1.31294, 4.79937)  0.0501
H (0.42624, -3.02386, 4.96485)  0.0846
H (2.13168, -2.51471, 5.08177)  0.0873

Values from the calculation:
- Total charge: -1
- Spin multiplicity: 5
- HOMO (spin up / spin down): -0.057 / -3.220 eV